The following is a DFT calculation (ωB97M-V/def2-TZVPD) of an isolated ion of composition C5H10N3 and charge +1.

**Highest occupied orbital energy**: -0.48318 Ha
**Structure (SMILES)**: C[n+]1c[nH]cc1CN
**Net charge**: +1
**Energy relative to the best compared isomer or geometry (same formula, charge and spin)**: 2.029 eV

Cartesian coordinates (Å):
C (1.483, -1.355, -0.223)
C (1.864, 0.773, 0.124)
C (0.162, -0.527, -0.047)
C (-0.369, 1.842, 0.122)
C (-1.182, -1.035, 0.292)
N (2.419, -0.460, -0.145)
N (0.551, 0.762, 0.058)
N (-2.269, -0.622, -0.577)
H (1.611, -2.325, -0.492)
H (2.487, 1.577, 0.171)
H (-0.992, 1.771, -0.776)
H (-1.049, 1.605, 0.938)
H (0.019, 2.802, 0.416)
H (-1.035, -2.172, 0.287)
H (-1.341, -0.704, 1.332)
H (3.352, -0.650, -0.149)
H (-2.770, -1.233, -1.196)
H (-2.939, -0.048, -0.135)

Atom charges from the natural (NBO) analysis, given in e for atoms 1 to 8:
1 C 0.00
2 C 0.20
3 C 0.18
4 C -0.43
5 C -0.28
6 N -0.43
7 N -0.27
8 N -0.86


The following is a DFT calculation (ωB97M-V/def2-TZVPD) of one molecule with the formula C3H6N2O.

**Highest occupied orbital energy**: -0.33155 Ha
**Structure (SMILES)**: O[C@H]1C=NNC1
**Energy relative to the best compared isomer or geometry (same formula, charge and spin)**: 4.663 eV

Cartesian coordinates (Å):
C (-0.435, 0.298, 0.735)
C (0.652, 0.920, -0.268)
C (-0.424, -1.015, -0.035)
H (-1.535, 1.298, 1.784)
H (0.045, 0.231, 1.688)
H (0.318, 1.635, -1.003)
H (1.326, 1.395, 0.551)
H (1.653, -0.179, -1.733)
H (-1.223, -1.870, -0.242)
N (1.492, -0.184, -0.732)
N (0.622, -1.147, -0.758)
O (-1.766, 0.699, 0.849)

Atom charges from the natural (NBO) analysis, given in e for atoms 1 to 8:
1 C 0.02
2 C -0.29
3 C -0.04
4 H 0.47
5 H 0.16
6 H 0.22
7 H 0.19
8 H 0.37


The following is a DFT calculation (ωB97M-V/def2-TZVPD) of one molecule with the formula C2H4P2S.

**Highest occupied orbital energy**: -0.32373 Ha
**Structure (SMILES)**: [H]/P=C(/C)P=S
**Energy relative to the best compared isomer or geometry (same formula, charge and spin)**: 0.831 eV

Cartesian coordinates (Å):
C (0.140, -0.442, -0.001)
C (0.526, 0.998, 0.000)
P (1.318, -1.670, 0.005)
P (-1.594, -0.953, -0.008)
S (-2.626, 0.691, 0.006)
H (0.131, 1.494, -0.889)
H (1.609, 1.115, 0.024)
H (0.091, 1.505, 0.863)
H (0.405, -2.738, 0.000)

Atom charges from the natural (NBO) analysis, given in e for atoms 1 to 8:
1 C -0.78
2 C -0.68
3 P 0.54
4 P 0.68
5 S -0.41
6 H 0.24
7 H 0.22
8 H 0.24


The following is a DFT calculation (ωB97M-V/def2-TZVPD) of a 9-piece molecular cluster, C23H50NO36S9 overall.

**Highest occupied orbital energy**: -0.43561 Ha
**Net charge**: +1
**Energy relative to the best compared isomer or geometry (same formula, charge and spin)**: 3.603 eV

Cartesian coordinates (Å):
C (-4.609, -0.521, 0.144)
C (-4.218, 0.132, -1.299)
O (-2.982, -0.487, -1.773)
C (-3.250, -1.787, -2.324)
N (-2.018, -2.645, -2.245)
C (-1.613, -2.991, -0.816)
C (-0.257, -3.849, -0.931)
C (0.609, -3.927, 0.416)
C (0.987, -2.506, 1.056)
S (1.457, -1.209, -0.190)
O (2.528, -0.342, 0.493)
O (2.103, -1.754, -1.435)
O (0.185, -0.132, -0.526)
H (-5.170, -1.495, -0.106)
H (-5.297, 0.150, 0.759)
H (-3.613, -0.704, 0.683)
H (-3.996, 1.242, -1.151)
H (-5.086, 0.052, -2.050)
H (-4.113, -2.346, -1.826)
H (-3.533, -1.694, -3.445)
H (-1.248, -2.133, -2.730)
H (-2.218, -3.503, -2.805)
H (-1.487, -2.053, -0.170)
H (-2.479, -3.597, -0.347)
H (-0.583, -4.937, -1.169)
H (0.312, -3.487, -1.853)
H (-0.010, -4.503, 1.205)
H (1.527, -4.600, 0.214)
H (1.934, -2.678, 1.698)
H (0.194, -2.127, 1.811)
H (0.503, 0.758, -0.207)
C (3.082, 0.246, 4.632)
C (2.393, -0.596, 3.571)
O (1.341, -1.276, 4.262)
S (0.799, -0.328, 5.464)
O (-0.373, 0.356, 5.002)
O (0.829, -1.081, 6.682)
O (2.030, 0.727, 5.476)
H (3.757, -0.363, 5.243)
H (3.637, 1.080, 4.200)
H (3.070, -1.309, 3.102)
H (1.941, 0.034, 2.801)
C (-9.956, 0.690, -0.476)
C (-8.789, 1.619, -0.186)
O (-7.627, 0.788, -0.264)
S (-7.883, -0.376, -1.365)
O (-7.285, 0.038, -2.602)
O (-7.609, -1.643, -0.755)
O (-9.488, -0.198, -1.495)
H (-10.215, 0.094, 0.403)
H (-10.838, 1.233, -0.818)
H (-8.863, 2.086, 0.796)
H (-8.701, 2.395, -0.952)
C (6.243, -2.951, 8.659)
C (5.386, -1.726, 8.937)
O (5.794, -0.762, 7.965)
S (6.235, -1.532, 6.607)
O (5.122, -1.515, 5.698)
O (7.544, -1.088, 6.240)
O (6.350, -3.022, 7.236)
H (7.248, -2.832, 9.071)
H (5.796, -3.865, 9.054)
H (5.527, -1.340, 9.947)
H (4.325, -1.941, 8.775)
C (-13.695, 2.106, -3.873)
C (-13.925, 3.602, -4.030)
O (-13.323, 4.191, -2.877)
S (-12.044, 3.299, -2.433)
O (-10.863, 3.905, -2.972)
O (-12.183, 2.967, -1.045)
O (-12.385, 1.982, -3.316)
H (-14.408, 1.669, -3.169)
H (-13.756, 1.577, -4.825)
H (-14.983, 3.856, -4.085)
H (-13.411, 3.989, -4.915)
C (5.068, 2.115, 7.011)
C (3.762, 2.482, 7.699)
O (4.107, 3.515, 8.621)
S (5.330, 4.389, 8.004)
O (4.779, 5.557, 7.384)
O (6.379, 4.447, 8.977)
O (5.763, 3.350, 6.835)
H (5.678, 1.469, 7.644)
H (4.904, 1.631, 6.048)
H (3.313, 1.635, 8.219)
H (3.041, 2.893, 6.986)
C (2.768, -0.826, -5.902)
C (2.076, 0.498, -6.183)
O (1.430, 0.846, -4.957)
S (2.316, 0.289, -3.713)
O (3.130, 1.361, -3.219)
O (1.470, -0.488, -2.855)
O (3.262, -0.717, -4.564)
H (2.060, -1.658, -5.938)
H (3.589, -1.019, -6.598)
H (1.350, 0.425, -6.993)
H (2.802, 1.282, -6.417)
C (6.916, -2.751, -9.802)
C (7.228, -1.880, -8.595)
O (6.090, -1.028, -8.450)
S (4.765, -1.827, -8.940)
O (4.113, -2.370, -7.781)
O (4.083, -1.023, -9.907)
O (5.519, -3.038, -9.710)
H (7.092, -2.210, -10.736)
H (7.496, -3.675, -9.804)
H (8.135, -1.291, -8.729)
H (7.317, -2.482, -7.686)
C (4.171, 3.201, -0.825)
C (5.305, 2.311, -0.344)
O (5.942, 3.052, 0.698)
S (4.829, 3.955, 1.461)
O (4.413, 3.253, 2.641)
O (5.285, 5.311, 1.485)
O (3.652, 3.822, 0.353)
H (4.540, 3.987, -1.490)
H (3.391, 2.635, -1.332)
H (6.014, 2.075, -1.137)
H (4.921, 1.382, 0.089)

Atom charges from the Mulliken analysis, given in e for atoms 1 to 8:
1 C -0.90
2 C -0.19
3 O -0.25
4 C -0.56
5 N -0.05
6 C -0.18
7 C -0.88
8 C -0.78


The following is a DFT calculation (ωB97M-V/def2-TZVPD) of one molecule with the formula C3H7ClNO2PS.

**Highest occupied orbital energy**: -0.33604 Ha
**Structure (SMILES)**: [H]/N=C(\C)O[P@@](=O)(Cl)SC
**Energy relative to the best compared isomer or geometry (same formula, charge and spin)**: 0.000 eV

Cartesian coordinates (Å):
C (-0.963, 1.144, 0.313)
C (-1.851, 2.341, 0.438)
C (1.437, -2.798, -0.253)
N (-1.268, -0.071, 0.237)
O (0.357, 1.405, 0.277)
O (0.897, -0.196, -1.723)
P (1.211, 0.128, -0.336)
S (1.304, -1.485, 1.003)
Cl (2.966, 1.057, -0.160)
H (-2.792, 2.157, -0.077)
H (-2.059, 2.531, 1.490)
H (-1.361, 3.214, 0.016)
H (0.577, -3.453, -0.162)
H (2.354, -3.350, -0.066)
H (1.450, -2.334, -1.233)
H (-2.259, -0.290, 0.238)

Atom charges from the natural (NBO) analysis, given in e for atoms 1 to 8:
1 C 0.58
2 C -0.69
3 C -0.72
4 N -0.71
5 O -0.77
6 O -1.07
7 P 1.88
8 S -0.04